Entry 1:
{
  "formula": "C17H17Br2CdNO",
  "method": "wB97M-V/def2-TZVPD",
  "symbols": ["C", "C", "C", "H", "C", "H", "H", "H", "C", "H", "H", "C", "H", "H", "C", "H", "H", "C", "H", "H", "Cd", "H", "Br", "C", "C", "C", "Br", "C", "C", "C", "C", "N", "C", "C", "O", "H", "H", "H", "H"],
  "xyz": [[-1.17604, -0.77344, -2.32539], [1.56611, -0.23157, -2.96620], [-1.73154, 0.17422, -3.28162], [-1.86869, -1.12467, -1.55117], [1.28005, 1.12111, -2.71694], [2.59413, -0.55837, -2.75376], [-2.11453, -0.42432, -4.14588], [2.10966, 1.71012, -2.29532], [-0.99970, 1.33068, -3.99654], [-1.74016, 2.13250, -4.15477], [-0.71146, 0.99977, -5.00981], [-0.41046, -1.88479, -3.03381], [-1.04467, -2.43975, -3.74423], [-0.03522, -2.61503, -2.30137], [0.80019, -1.24957, -3.79801], [0.46413, -0.85455, -4.76454], [1.50772, -2.05857, -4.02883], [0.20064, 2.00880, -3.31520], [0.66320, 2.68819, -4.05406], [-0.16030, 2.70765, -2.53549], [0.65527, -0.07049, -1.07355], [-2.72944, 0.46845, -2.89980], [0.20206, -4.47785, 1.84354], [0.19554, -2.70829, 2.47094], [0.03382, -2.38830, 3.81388], [0.01547, -1.06463, 4.25304], [-0.16642, -0.72323, 6.12795], [0.12211, 0.03260, 3.34884], [0.08585, 1.40554, 3.68818], [0.18864, 2.37313, 2.71143], [0.33587, 1.98806, 1.37448], [0.38920, 0.69308, 1.03298], [0.28431, -0.28140, 1.96822], [0.37483, -1.66211, 1.49988], [0.61590, -1.92496, 0.27418], [-0.07685, -3.19255, 4.53423], [-0.02245, 1.67680, 4.73110], [0.16008, 3.43605, 2.93607], [0.41804, 2.70719, 0.55575]],
  "homo_lumo_gap_ev": 6.436,
  "relative_energy_kj_mol": 0.0,
  "e_tot_ha": -6103.65243,
  "lumo_energy_ha": -0.0105
}

***

Entry 2:
{
  "formula": "C17H17CaCl",
  "method": "wB97M-V/def2-TZVPD",
  "symbols": ["C", "C", "C", "H", "C", "C", "H", "H", "H", "H", "Ca", "Cl", "C", "C", "C", "H", "C", "C", "H", "H", "H", "H", "C", "C", "C", "C", "C", "C", "C", "H", "H", "H", "H", "H", "H", "H"],
  "xyz": [[-0.54040, 2.30723, 1.50245], [-1.21567, 3.02342, 0.49093], [-0.25143, 3.41505, -0.46608], [-2.27628, 3.20546, 0.44506], [1.00358, 2.90535, -0.06590], [0.81446, 2.23267, 1.16252], [1.56037, 1.65935, 1.68112], [-1.00746, 1.79974, 2.32621], [-0.44344, 3.98579, -1.35747], [1.93000, 2.97885, -0.61040], [-0.40243, 1.06490, -0.60209], [-1.87443, -0.38934, 0.78366], [-0.98437, -0.40335, -2.36535], [0.11535, 0.34211, -2.84351], [-0.28777, 1.67909, -2.95984], [1.11140, -0.03555, -2.98570], [-1.64804, 1.76299, -2.57213], [-2.07929, 0.47780, -2.21512], [-3.03713, 0.22081, -1.80056], [-0.96272, -1.43576, -2.06730], [0.34377, 2.50508, -3.24333], [-2.23645, 2.66351, -2.51037], [1.34777, -0.74833, -0.06858], [1.00271, -1.85674, 0.88367], [0.71305, -1.57868, 2.22744], [0.40783, -2.62002, 3.11037], [0.39487, -3.94319, 2.65790], [0.68642, -4.22721, 1.32171], [0.99005, -3.19041, 0.43676], [1.60664, -1.18162, -1.05530], [2.25335, -0.22706, 0.30526], [0.72379, -0.55932, 2.59021], [0.18385, -2.40262, 4.14589], [0.16121, -4.74825, 3.34187], [0.67997, -5.25176, 0.97113], [1.21686, -3.42999, -0.59513]],
  "homo_lumo_gap_ev": 5.078,
  "e_tot_ha": -1795.78733,
  "lumo_energy_ha": 0.1975,
  "charge": -2
}

***

Entry 3:
{
  "formula": "C17H17Cl2N5O3RuS2",
  "method": "wB97M-V/def2-TZVPD",
  "symbols": ["Ru", "C", "N", "C", "C", "N", "C", "C", "C", "C", "C", "C", "N", "C", "N", "C", "C", "C", "C", "C", "C", "N", "H", "H", "H", "H", "H", "H", "H", "H", "H", "H", "H", "H", "H", "H", "H", "O", "S", "O", "O", "S", "Cl", "C", "Cl", "H", "H"],
  "xyz": [[-0.10288, -0.80350, -0.10497], [2.81527, 0.44567, -0.93407], [2.30711, -0.26321, 0.24648], [2.52874, 0.42267, 1.52816], [1.35771, 0.20300, 2.42804], [0.14612, -0.05457, 1.96521], [-0.71099, -0.04820, 3.07386], [-2.08979, -0.22653, 3.18317], [-2.63915, -0.11181, 4.44503], [-1.85630, 0.16240, 5.57468], [-0.49002, 0.33900, 5.47985], [0.05490, 0.23097, 4.20857], [1.36282, 0.37252, 3.75222], [1.89212, 0.20646, -2.08250], [0.62120, -0.15614, -1.92215], [0.04421, -0.19879, -3.20044], [-1.24545, -0.50805, -3.62689], [-1.48973, -0.41777, -4.98365], [-0.49455, -0.04001, -5.89369], [0.78869, 0.26386, -5.48121], [1.02901, 0.17468, -4.11817], [2.17757, 0.40982, -3.36544], [3.84397, 0.17486, -1.18125], [2.80090, 1.51829, -0.72541], [2.70901, -1.19426, 0.29180], [2.59033, 1.49723, 1.33989], [3.46565, 0.12096, 2.00095], [-2.70634, -0.46432, 2.33059], [-3.70471, -0.24464, 4.57103], [-2.33631, 0.23621, 6.54034], [0.11852, 0.54995, 6.34831], [2.17018, 0.59288, 4.31518], [-2.01559, -0.82420, -2.94167], [-2.47676, -0.65085, -5.35795], [-0.73793, 0.01280, -6.94561], [1.55820, 0.55256, -6.18357], [3.07272, 0.70576, -3.72635], [-1.87856, -4.39208, 0.26979], [-1.50727, -3.09380, -0.11766], [-1.48599, -2.04804, 0.97334], [-1.97912, -2.46981, -1.32896], [0.62841, -2.85897, -0.41736], [-2.17946, 0.79030, -0.34354], [-1.71173, 2.50550, -0.01246], [0.02234, 2.74563, -0.04454], [-2.09750, 2.74194, 0.97247], [-2.16953, 3.09364, -0.79945]],
  "homo_lumo_gap_ev": [6.301, 5.199],
  "spin_multiplicity": 5,
  "relative_energy_kj_mol": 108.3,
  "e_tot_ha": -2968.59763,
  "lumo_energy_ha": [-0.3046, -0.3438],
  "charge": 2
}

***

Entry 4:
{
  "formula": "C17H17Cl2NOZn",
  "method": "wB97M-V/def2-TZVPD",
  "symbols": ["C", "C", "C", "H", "C", "H", "H", "H", "C", "H", "H", "C", "H", "H", "C", "H", "H", "C", "H", "H", "Zn", "H", "Cl", "C", "C", "C", "Cl", "C", "C", "C", "C", "N", "C", "C", "O", "H", "H", "H", "H"],
  "xyz": [[1.05698, -1.46219, -2.30133], [0.33668, 1.75486, -1.73711], [-0.31071, -1.28306, -1.70969], [1.02800, -2.03159, -3.25354], [-0.95670, 1.56360, -1.40132], [0.93333, 2.46222, -1.14890], [-0.67067, -2.22873, -1.27459], [-1.40065, 2.18255, -0.61307], [-1.35238, -0.67592, -2.62819], [-2.18486, -1.40013, -2.68428], [-0.98377, -0.57336, -3.66336], [1.88974, -0.18180, -2.50952], [2.61265, -0.36379, -3.32156], [2.50610, 0.00697, -1.61271], [1.07479, 1.09554, -2.85970], [0.41193, 0.88267, -3.71198], [1.82530, 1.83068, -3.20516], [-1.92660, 0.68498, -2.15043], [-2.32689, 1.22662, -3.02745], [-2.79506, 0.46807, -1.50621], [-0.00345, -0.35345, 0.08286], [1.57158, -2.05199, -1.50739], [-1.21885, -3.57945, 3.45129], [-0.57002, -2.03399, 3.74598], [-0.28660, -1.56843, 5.02100], [0.23166, -0.28849, 5.23887], [0.51474, 0.22376, 6.83698], [0.52378, 0.59307, 4.15648], [1.02346, 1.90047, 4.25983], [1.24191, 2.64898, 3.12320], [0.97653, 2.10358, 1.85449], [0.49855, 0.85297, 1.71938], [0.26304, 0.11075, 2.84019], [-0.32712, -1.19957, 2.63145], [-0.65818, -1.60636, 1.44751], [-0.48659, -2.22107, 5.85732], [1.22688, 2.30190, 5.25337], [1.61946, 3.67173, 3.17576], [1.13993, 2.66378, 0.92914]],
  "homo_lumo_gap_ev": 6.858,
  "relative_energy_kj_mol": 0.0,
  "e_tot_ha": -3487.69218,
  "lumo_energy_ha": -0.0239
}

***

Entry 5:
{
  "formula": "C17H17ClO2S3",
  "method": "wB97M-V/def2-TZVPD",
  "symbols": ["Cl", "C", "S", "C", "C", "C", "C", "C", "C", "O", "O", "H", "H", "H", "H", "H", "H", "C", "C", "C", "C", "C", "S", "C", "C", "C", "S", "C", "C", "H", "H", "H", "H", "H", "H", "H", "H", "H", "H", "H"],
  "xyz": [[0.18806, 1.09500, -0.49327], [1.62266, 0.62594, 0.12839], [1.69355, -0.61178, 1.31605], [3.43890, -1.08640, 1.49356], [3.96010, -2.12089, 0.71748], [5.27680, -2.54810, 0.92202], [6.07451, -1.93830, 1.89588], [5.54897, -0.89009, 2.65842], [4.23112, -0.46325, 2.45787], [1.36069, -0.09060, 2.62624], [1.04110, -1.80510, 0.81667], [2.47562, 1.27720, -0.00657], [3.33379, -2.60230, -0.03125], [5.67504, -3.36582, 0.31903], [7.10242, -2.27611, 2.05753], [6.15908, -0.40241, 3.42032], [3.81633, 0.34024, 3.06407], [-2.84194, -3.21081, -1.72496], [-3.05403, -2.72605, -0.42660], [-2.89283, -1.36878, -0.15093], [-2.56030, -0.46671, -1.17524], [-2.49791, 0.98444, -0.91019], [-2.35313, 1.98463, -2.28692], [-2.21464, 3.67403, -1.66047], [-3.27363, 4.02630, -0.63050], [-3.02514, 3.30608, 0.67823], [-2.94614, 1.49770, 0.64967], [-2.30669, -0.96628, -2.46400], [-2.47075, -2.32163, -2.74368], [-2.93184, -4.27698, -1.93303], [-3.33414, -3.40741, 0.37929], [-3.01804, -1.01108, 0.87546], [-1.19369, 3.84606, -1.29634], [-2.37749, 4.25871, -2.57794], [-3.22532, 5.10437, -0.44295], [-4.27060, 3.78643, -1.01621], [-2.08371, 3.63682, 1.13951], [-3.85969, 3.49190, 1.37090], [-1.97001, -0.29261, -3.25774], [-2.29707, -2.68635, -3.75779]],
  "homo_lumo_gap_ev": 2.906,
  "relative_energy_kj_mol": 0.0,
  "e_tot_ha": -2463.05655,
  "lumo_energy_ha": -0.0810
}

***

Entry 6:
{
  "formula": "C17H17CoF6N3O8S2",
  "method": "wB97M-V/def2-TZVPD",
  "symbols": ["Co", "C", "C", "C", "C", "C", "C", "H", "H", "H", "H", "H", "H", "F", "C", "F", "F", "S", "O", "O", "N", "S", "O", "O", "C", "F", "F", "F", "C", "O", "C", "O", "H", "H", "H", "O", "C", "N", "C", "O", "C", "C", "C", "C", "N", "C", "H", "H", "H", "H", "H", "H", "H", "H"],
  "xyz": [[-0.03898, 0.37470, -0.08545], [-1.28109, -1.65077, -0.32161], [-0.61577, -1.80428, 0.91014], [0.59523, -2.49237, 0.95050], [1.13823, -3.02512, -0.20576], [0.48934, -2.86363, -1.42110], [-0.71264, -2.18016, -1.48290], [-2.30331, -1.29084, -0.34521], [-1.10152, -1.51423, 1.83346], [1.10971, -2.62473, 1.88869], [2.06563, -3.57449, -0.15577], [0.91527, -3.28773, -2.31783], [-1.22222, -2.07658, -2.42863], [3.79408, 2.40741, 0.89372], [4.27238, 1.23861, 1.32621], [4.15323, 1.20722, 2.65215], [5.56298, 1.19294, 1.02301], [3.26012, -0.13351, 0.52076], [1.90136, 0.27118, 0.81635], [3.70632, -1.35071, 1.10025], [3.67747, 0.05148, -0.98490], [2.62213, 0.41071, -2.07521], [3.07314, 0.10078, -3.38367], [1.26151, 0.01326, -1.76922], [2.46151, 2.29920, -2.02591], [3.61828, 2.93931, -1.91021], [1.85270, 2.73512, -3.13219], [1.67637, 2.63699, -0.99202], [-0.00030, 3.39750, 2.64643], [0.07142, 2.51589, 1.51108], [-0.46992, 1.32315, 1.62055], [-1.09628, 0.92422, 2.57917], [0.34088, 4.36677, 2.29707], [0.65089, 3.02787, 3.43732], [-1.02465, 3.45051, 3.01780], [-6.51149, 2.16663, 2.46878], [-6.11491, 3.24240, 1.66670], [-5.03732, 2.75424, 0.83540], [-4.34057, 3.57001, 0.01244], [-4.59732, 4.75489, -0.08069], [-3.22461, 2.94789, -0.77551], [-2.74948, 3.61145, -1.91848], [-1.74367, 3.02143, -2.66362], [-1.20976, 1.81864, -2.23740], [-1.58320, 1.22692, -1.08623], [-2.59398, 1.77978, -0.39525], [-7.19908, 2.44909, 3.08189], [-5.75188, 4.09261, 2.26576], [-6.94559, 3.59985, 1.03324], [-4.89450, 1.75947, 0.89404], [-3.19488, 4.55023, -2.20477], [-1.38754, 3.47723, -3.57445], [-0.47248, 1.28578, -2.82110], [-2.89247, 1.25968, 0.50745]],
  "homo_lumo_gap_ev": [7.339, 8.158],
  "spin_multiplicity": 4,
  "relative_energy_kj_mol": 67.0,
  "e_tot_ha": -4202.51649,
  "lumo_energy_ha": [-0.0171, -0.0215]
}